One molecule with the formula C5H10 in a non-equilibrium geometry. Source: the OMol25 dataset; level of theory: ωB97M-V/def2-TZVPD.

Cartesian coordinates (Å):
H -0.246 1.260 -0.652
C -1.570 0.620 0.996
C -0.214 0.910 0.360
C 0.358 -1.159 -0.917
H 0.319 1.795 0.945
H -2.308 0.155 0.224
H -1.348 -0.067 1.845
H 0.293 -2.302 -0.723
H 2.561 -0.885 -0.684
H -0.534 -0.880 -1.494
C 0.616 -0.269 0.193
H -2.046 1.647 1.399
H 0.799 -0.676 1.204
C 1.649 -0.442 -0.987
H 1.671 0.294 -1.709

Summary:
**DFT total energy**: -5345.285 eV
**E_LUMO**: 1.26 eV
**Multiplicity**: 1
**SMILES**: CCC1CC1